# C17H84BrClIO29PS

C17H84BrClIO29PS as an isolated structure in a non-equilibrium geometry (the ωB97M-V functional and the def2-TZVPD basis, OMol25).

```
135
Properties=species:S:1:pos:R:3:forces:R:3
O 4.294477 -5.392127 -3.481358 -0.0037 0.0913 0.1957
H -2.307067 -4.951969 1.906670 -0.0673 0.0795 -0.1192
H -5.519068 5.079966 -0.261078 0.9727 -1.3391 0.6024
O 4.978726 -1.754781 -2.222438 0.2384 0.0514 -0.2993
H -3.309588 -3.053862 -2.650120 -0.1437 -0.0323 0.2406
H 3.447132 1.032155 -0.221036 -0.9338 -0.4661 1.4482
H -5.637231 1.654110 1.604155 -0.1849 -1.4853 0.1076
O -3.712643 -3.925324 -2.771128 0.3077 -0.1121 -0.0403
O -2.152517 -1.302566 -2.376815 -0.1581 -0.2998 -0.4993
H 1.945430 0.250877 4.657163 0.9729 1.1169 -0.4978
C 2.899270 0.596954 0.687562 0.9350 -0.4168 0.4306
H 6.244363 -5.183737 -3.032636 0.1699 0.2314 -0.0032
O -2.592501 0.707886 5.545120 -1.6717 -0.0525 -4.7003
H 2.110127 1.357666 1.020110 1.1962 -1.2871 -0.2692
H 1.844498 4.292094 3.666290 0.2103 0.1345 -0.0415
C 4.041434 0.398664 1.809938 -0.5722 0.4760 0.0606
O -2.596706 -4.985857 0.986181 0.1782 -0.1996 0.0636
O -5.445180 1.758744 -1.560929 -0.0197 0.0776 -0.3804
O -0.391702 5.056413 -3.128834 -0.2237 -0.2265 -0.0337
H 1.810277 1.859724 -1.132962 -0.0397 -0.0065 0.3238
H -5.886551 3.477244 0.523764 1.2359 0.9815 -0.5912
H -5.080262 4.405707 2.521661 1.2661 0.2095 -0.8802
H 2.816194 -6.133843 -6.794221 0.1575 0.0252 0.0324
O -4.668163 -0.095245 4.507418 2.8649 2.1098 -2.2203
Br -1.699114 4.654643 0.280863 -0.7410 -0.2220 1.0410
I -0.611587 2.848769 3.389183 -0.3077 -0.4386 -0.7104
H 1.475192 5.713201 -3.744136 0.0751 -0.0640 0.0247
H -5.083277 5.472510 4.764472 0.0978 0.1130 0.0665
H 6.932793 3.090531 2.620947 -0.0236 0.0936 -0.1504
H -6.689119 0.382939 0.820349 1.3758 0.2359 1.0910
O 1.241207 2.491961 -0.666757 -0.2784 0.2118 -0.6393
H 3.634715 2.485102 -5.801585 0.0060 -0.0384 0.1720
H 1.886881 -5.123625 -4.812805 -0.2800 0.0160 -0.0536
H 0.684047 2.865018 -1.363112 0.0598 0.0794 0.1325
C -4.383008 4.682904 1.667364 0.1772 1.0017 -1.7285
H -8.318461 4.566470 -0.912502 0.1448 -0.0078 -0.0044
O 5.020549 -4.007092 1.877582 -0.0178 0.1907 -0.0014
H -7.016272 0.780896 7.213653 -0.0684 -0.0962 -0.1034
H 0.415730 -1.861103 -0.356356 0.2275 1.3091 0.2159
O -7.400588 0.245420 6.509032 0.2183 0.0311 0.0479
H 3.295090 -4.184246 -1.931076 0.2127 0.0208 0.0364
O 3.329167 -6.266443 -5.986172 -0.5216 0.0204 -0.0670
O -2.370177 -0.100880 3.125517 -1.6516 1.8724 1.2189
H 4.435056 -0.724749 3.684455 -1.4875 0.5359 -0.5980
H -3.630264 1.864002 0.622786 1.2700 -0.0437 1.0979
H 5.297227 -3.594891 1.048676 -0.1011 -0.0613 0.0508
H 5.627417 0.850156 -1.982621 0.1483 0.0261 0.0326
H 2.390615 0.188359 -2.786476 0.1200 -0.0583 0.0958
H 4.682217 -8.824207 -5.670624 -0.1134 -0.0043 0.0674
H -0.019023 0.832481 1.227011 -0.3025 -1.6256 0.0975
H -4.309010 3.622620 -0.398207 -0.8676 1.0156 0.8192
H 4.512703 3.272064 -4.839178 -0.1320 -0.0491 0.1416
H 6.846987 -0.057222 -2.011988 -0.1528 0.0973 0.0126
H -1.812118 1.804639 0.552845 -1.2214 -0.0052 1.4002
H -6.412204 0.270587 2.624538 0.7450 0.6741 -1.0448
H 2.870604 -6.989515 -5.532678 0.2619 -0.1470 0.0173
P -4.459593 -0.606885 1.254257 -0.1123 0.0555 -1.8483
H 4.911852 -0.183808 1.350754 -1.1805 0.6214 0.6003
O 2.387135 -3.307070 2.991565 -0.1194 -0.5792 0.1612
H 3.728360 -5.014319 -4.164852 0.2711 -0.1094 -0.0620
H -6.318495 6.362705 4.787671 0.1445 0.0781 -0.0033
H 2.978428 1.594976 -2.838034 0.4073 -0.1135 -0.3822
H 0.456141 -0.076188 -0.925518 0.4834 -1.1813 1.1057
O 2.669087 4.321952 3.164767 -0.2433 -0.0707 -0.0255
C -2.625221 2.773889 2.452662 -0.2377 -0.1343 -0.6863
H -2.444915 4.968818 2.697375 -0.4971 -1.0236 -1.4516
O 6.577429 0.859060 -2.152896 -0.0222 -0.0186 -0.0304
C -5.027400 4.196022 0.266231 -0.8143 -0.2754 1.0450
H 2.059115 5.529047 -5.138759 0.0910 0.0275 0.1576
H 4.714848 -9.398450 -4.261455 -0.1820 0.0223 -0.0346
O 2.739769 -3.487005 -1.560309 -0.3567 -0.4004 -0.0646
C -4.683436 -2.321717 2.005053 0.0819 -1.0598 0.8326
H 4.840320 4.511850 0.513300 -0.0049 -0.1845 -0.0326
H 2.440228 1.662055 3.474702 0.2579 -1.0022 1.1316
O 1.134352 -4.705205 -4.370183 0.3467 0.1505 0.0232
C -2.697422 1.687921 1.277991 -0.3285 -0.1507 -0.1530
H 1.536121 -4.172368 -3.668644 -0.1591 -0.0610 0.1082
C -2.855609 4.268240 1.882794 -0.8949 0.2493 2.2489
H -1.583631 -1.927854 -2.846854 0.1689 0.1861 0.0956
H 2.402288 4.110688 2.258671 0.2558 0.0318 -0.0348
C -1.690730 -0.651881 0.834006 -0.1185 -0.8940 1.2797
H -2.247585 -5.826197 0.663701 -0.0811 0.1126 0.0187
H -3.250403 -4.486660 -2.134628 -0.1770 0.1295 0.0921
H 2.370863 -3.881099 -0.759394 -0.0101 0.1281 -0.0888
H 4.856851 -6.013191 -3.963752 -0.2292 -0.0018 -0.0936
H 2.010683 -3.704277 3.787024 -0.0025 0.1529 -0.0867
H -6.635509 -0.168733 6.087131 -0.0587 0.0941 -0.0209
C 0.718421 -0.800644 -0.069416 0.1180 0.0903 1.0997
O 4.114347 -9.016047 -4.913215 0.2665 0.0768 -0.0514
H -3.246944 -5.204017 -4.182852 -0.1753 0.0160 -0.0600
H -2.712599 -0.928362 -3.069648 0.0829 0.0756 0.1257
H 2.562086 -1.659851 0.968276 -0.6255 1.2780 -0.8108
H -4.734930 2.491542 3.387068 1.4502 -0.1292 0.3963
H 4.515076 -0.935248 -2.442356 -0.0863 -0.0419 0.0714
O 6.612513 3.788927 2.037631 -0.0477 0.0572 0.2887
H -5.912081 2.578870 -1.772528 -0.0062 -0.0333 0.2090
H -4.393278 5.833852 1.621070 0.1453 -1.7609 0.3383
C 3.510026 -0.282027 3.154836 0.1079 0.2753 0.2411
H -5.167835 1.416634 -2.419743 -0.0495 -0.0769 0.1890
O -3.188722 -5.950590 -4.798901 0.1281 0.1353 -0.1546
H -0.906650 4.908841 -2.325414 0.0603 0.1402 -0.0270
H 2.944579 -4.006528 2.620660 0.0656 0.1550 -0.1150
H -1.933011 -0.554708 -0.286636 0.3616 0.2196 1.9145
H 0.192869 -0.721964 2.184841 -0.6205 0.2978 -1.2876
O 3.786416 2.636062 -4.860869 0.0431 0.0339 -0.2067
H -0.981161 4.777066 -3.840387 0.1080 0.0755 0.0732
H 7.441618 -6.097460 -2.792366 0.0794 0.1714 -0.0817
H 5.264139 -2.098537 -3.078405 0.0167 0.0257 0.1448
H -2.916877 -5.547195 -5.631585 -0.0250 -0.1374 0.1330
C -2.770063 0.153405 1.742040 0.3238 -0.4281 -1.7716
H -4.138092 -3.117274 1.364927 -0.7633 1.5819 0.8736
O 3.115741 0.723619 -2.436865 -0.4023 0.1918 -0.2776
O 4.119413 3.869342 0.499317 -0.0824 0.2155 -0.2026
C -3.637333 2.402432 3.663999 0.4277 0.8725 -0.8490
C -0.173640 -0.305309 1.192813 0.1939 0.5946 -1.5150
Cl -3.280082 3.477926 5.128003 -1.1310 -0.8054 -1.3342
O 7.125097 -5.395575 -3.374468 -0.1205 -0.3031 0.1871
H 3.596917 1.141462 4.867153 -1.4880 -0.1450 -0.9107
H 2.756863 -1.126720 2.999998 1.3678 1.1930 -0.1399
C 2.286621 -0.817345 0.245178 0.1364 0.3214 -1.1970
O -5.367780 6.384703 4.622220 -0.2037 -0.2204 -0.0266
H 5.732564 3.994112 2.381308 0.0680 -0.1482 0.0131
H -4.294191 -2.410627 3.072985 -0.5849 0.1637 -1.2681
H 4.959191 -3.266912 2.496853 0.0190 -0.0420 -0.0716
H -7.756008 4.379339 -2.313986 -0.0236 0.1421 0.1047
H -5.784752 -2.658793 2.008692 1.5635 0.8846 -0.0527
C -5.903082 0.549904 1.645001 -1.2391 -0.3860 0.5178
C 2.790310 0.799283 4.128222 1.1353 -0.9829 -0.6077
O 2.310825 5.739607 -4.231984 -0.1354 0.0213 -0.1433
H 3.953264 3.724431 -0.440098 -0.1111 -0.0179 0.1825
H -1.844783 -1.765990 1.084670 0.1666 1.4601 -0.4669
S -3.374211 0.636606 4.233963 0.7631 -2.6906 6.2586
H 2.803794 -1.089685 -0.746800 -0.7079 0.1894 1.5895
O -7.491003 4.592117 -1.409860 -0.3162 -0.1956 -0.3498
H 4.445729 1.442767 2.086827 -0.4910 -1.5341 -0.4818
```
Positions in Å, forces in eV/Å.

Summary:
* strongest force on any atom: 6.855 eV/A
* energy: -189154.76307 eV
* 2S+1: 1
* orbital gap: 7.2 eV

Atomic partial charges in e from the Mulliken method, atoms 1 to 8: O -0.695; H 0.284; H 0.301; O -0.558; H 0.388; H -0.418; H -0.391; O -0.727